Entry from the OMol25 dataset: a molecular structure, C5H13AgBrO2P in a non-equilibrium geometry (ωB97M-V/def2-TZVPD).

```
! wB97M-V def2-TZVPD RIJCOSX def2/J DEFGRID3
* xyz 1 2
C 0.8616 -1.1370 0.0504
H -2.8545 2.1332 -1.0224
H -3.3705 0.8662 0.4493
H -2.8477 -1.4540 -0.2417
H 3.4167 -0.2825 -1.3496
C 3.2545 0.2059 -0.2947
O -1.0695 0.3992 1.0139
H 3.6218 1.3357 -0.3944
H -1.7084 -2.0822 -1.5357
H 3.9366 -0.2696 0.5560
H -2.0803 2.3480 0.8049
C -1.8433 -1.1633 -0.8158
Ag 0.6295 0.6295 2.3513
P -2.1105 1.2556 -0.1409
H -1.0224 -1.8320 1.1479
C 1.6578 0.2949 0.1354
O -2.2290 0.1097 -1.4812
C -0.7550 -0.9343 0.4081
H 1.0398 -1.6762 -0.9793
H 1.6300 0.7994 1.2109
Br 1.5702 -2.3420 1.5309
H -0.9072 1.6962 -0.7999
H 1.1798 1.0997 -0.6033
*
```

The value obtained for the LUMO energy (alpha / beta) is -0.181 / -0.265 hartree. For the orbital gap (alpha / beta), the calculation gives 0.3300 / 0.2413 Ha.


Entry from the OMol25 dataset: a molecular structure, C2H15NO4 in a non-equilibrium geometry (ωB97M-V/def2-TZVPD).

```
! wB97M-V def2-TZVPD RIJCOSX def2/J DEFGRID3
* xyz 0 1
H -0.1693 0.1679 -3.5753
H 0.2924 1.2189 2.0017
O -1.3646 -0.0774 -1.1280
H -0.7786 -1.9735 1.8870
H -1.0092 -1.7927 -0.1845
H -2.0075 0.4571 -1.4364
O 0.4796 0.5598 -2.8196
H -2.1937 -2.6680 -0.6515
H 0.8787 2.8723 1.4936
H 0.8303 2.0398 -0.7830
H -0.0204 0.1245 -2.1460
H 1.4295 -0.5815 0.7011
O -0.1432 -2.2614 2.4614
C 1.6127 0.3732 0.2033
H 2.4914 0.9466 0.4984
H -0.1094 -3.2058 2.3138
H -0.5400 0.6314 -0.4911
H 1.9913 0.1251 -0.8123
N 0.4610 1.2914 -0.0233
O -1.5132 -2.6851 0.0159
H -0.8101 2.4048 1.2879
C 0.1922 2.0327 1.1869
*
```

The energy above the lowest of the compared OMol25 structures with the same formula, charge and spin is 58.5 kcal/mol. The value obtained for the LUMO energy is 0.021 hartree. For the orbital gap, the calculation gives 0.3916 Ha.


Entry from the OMol25 dataset: a molecular structure, C34H40BeClGe2P (ωB97M-V/def2-TZVPD).

```
! wB97M-V def2-TZVPD RIJCOSX def2/J DEFGRID3
* xyz 2 1
C -3.3619 -0.6127 -0.3028
C -0.9510 -0.2958 -5.4860
C -2.0606 2.6903 0.2101
C 0.3553 -2.7955 -1.8783
H 1.0271 -1.9327 -1.7934
Cl 1.6564 1.1457 0.0951
H 0.8645 -4.0085 6.3948
H -1.3619 -1.7051 -2.6385
C -3.3165 4.7241 0.0522
Ge -1.6211 -1.5209 -0.1188
H -3.9086 5.4974 0.5209
Ge 0.2883 -1.2949 2.1110
H 0.6061 -3.4875 -1.0727
H -4.1908 -2.0595 -1.7090
H -0.6893 -5.9166 6.6442
C -1.1090 -2.3784 -1.8184
H 1.1381 -0.1485 4.8791
H -2.3674 -6.3741 4.8897
H 2.6898 -0.7665 1.4986
H -2.5522 -3.6065 1.2131
C 0.0481 -3.4129 4.5050
H -4.2434 0.4333 -5.1493
C -0.7434 -5.2843 5.7695
C 2.8489 -2.5374 2.7347
H 0.2627 3.2591 -4.0809
C -1.8051 2.7404 -1.1586
C 2.1506 -1.7010 1.6532
H 4.1601 4.2798 -2.6301
C 0.1155 0.1427 4.6371
H -0.0863 1.0783 5.1567
H -1.1181 0.6211 2.9193
H -1.6921 1.8618 0.8139
H -4.5117 -2.4475 -0.0192
C -0.8893 -3.6574 3.5063
C -3.0668 4.7794 -1.3136
C 3.0607 2.9152 -1.4093
H -3.6326 -0.1405 0.6423
C 3.2320 3.7384 -2.5165
H -0.5601 -0.6116 5.0372
H -2.1126 3.8469 -2.9854
H 2.3835 4.4930 -4.3317
C -2.7256 0.9430 -3.7296
C -3.1907 0.3823 -4.9103
P -0.7270 1.4894 -1.8697
C -1.7619 -4.7364 3.6606
H 2.8790 -2.0239 3.6960
C -1.7777 -2.8466 1.2778
H -0.2656 -0.7736 -6.1713
C 0.1282 -4.2155 5.6313
H 2.1369 -2.2447 0.7073
H -2.5018 -4.9527 2.9026
C -0.0837 0.3402 3.1278
C 1.8633 2.2462 -1.3149
H -3.0119 3.6405 1.8785
H -3.4629 5.5932 -1.9037
C -0.4768 0.2596 -4.3111
C -1.6875 -5.5410 4.7820
H -3.2811 0.1830 -1.0433
C 0.8301 2.3411 -2.2273
H 0.5823 0.2138 -4.0849
H -3.4195 1.4259 -3.0541
H 0.7410 -2.5791 4.4168
C 1.0377 3.1668 -3.3303
H 0.5906 -3.2925 -2.8187
H 3.8372 2.8033 -0.6666
H -2.6752 -0.6665 -6.7038
H -1.7627 -3.2482 -1.9119
H 0.5654 1.1388 2.7638
H 2.3642 -3.5022 2.8752
Be -0.1006 0.2153 -0.2480
C 2.2317 3.8575 -3.4715
C -4.4200 -1.6296 -0.7337
C -1.3657 0.8829 -3.4314
C -0.9463 -2.7853 2.3216
H 3.8791 -2.7250 2.4352
C -2.3074 -0.2351 -5.7833
C -2.8127 3.6819 0.8174
C -2.3075 3.7945 -1.9217
H -5.3982 -1.1541 -0.8053
*
```

The energy above the lowest of the compared OMol25 structures with the same formula, charge and spin is 5.2 kcal/mol. The value obtained for the LUMO energy is -0.226 hartree. For the orbital gap, the calculation gives 0.2638 Ha.


Entry from the OMol25 dataset: 4 unconnected molecules or ions with the total composition C6H19NO3 in a non-equilibrium geometry (ωB97M-V/def2-TZVPD).

```
! wB97M-V def2-TZVPD RIJCOSX def2/J DEFGRID3
* xyz 0 1
H -0.0666 -1.8346 -3.3027
H 1.0676 0.5221 -0.8236
H 3.4050 0.3849 0.0796
H -3.2188 -2.1831 -0.5624
H 1.6742 -0.4029 1.8333
C -1.6490 -1.9020 0.8495
O -0.0550 2.9820 -0.8500
H -0.3192 -1.5306 -1.7682
N 1.2053 0.7512 0.1431
H 0.8484 -1.2701 0.5809
H -0.6953 -2.0022 2.9030
C -1.2063 -1.3240 2.1907
H -0.4288 1.7096 -2.1341
C 0.8809 -0.2801 1.1514
C -0.4608 -0.0660 1.8574
H -0.9550 0.5957 1.0685
H 0.2929 1.4544 -3.4581
H -0.9708 -2.6399 0.4620
O 0.1719 -1.4923 -2.5331
H 2.7515 1.6454 1.0074
C -2.7040 -1.6251 0.1703
C 2.6455 1.1243 0.1518
O -0.2268 1.0086 -2.8374
H 2.8297 1.8522 -0.6796
H 0.8128 3.3871 -0.9270
H 0.0932 2.1758 -0.2694
H -2.1439 -1.1203 2.7149
H -0.3055 0.8330 2.4801
H -3.2732 -0.7531 0.5015
*
```

The energy above the lowest of the compared OMol25 structures with the same formula, charge and spin is 75.8 kcal/mol. Its SMILES is C=CCCCNC.O.O.O. The value obtained for the LUMO energy is 0.030 hartree. For the orbital gap, the calculation gives 0.3737 Ha.


Entry from the OMol25 dataset: a molecular structure, C46H52AsN7OV in a non-equilibrium geometry (ωB97M-V/def2-TZVPD).

```
! wB97M-V def2-TZVPD RIJCOSX def2/J DEFGRID3
* xyz 2 4
C -1.9189 0.0832 -1.8349
H 1.2089 0.4284 3.5798
H 3.3364 1.2040 -2.6749
N -1.2481 -1.1994 -1.4526
H -2.5199 0.3910 -0.9824
C -3.9175 2.3911 0.2262
H -2.3063 0.3291 2.8844
H -3.6022 2.2199 -0.7948
O -0.6296 0.9540 0.5829
H -0.4956 -5.6179 1.2017
C -2.4251 -2.7777 -3.5146
N 9.9059 -2.4938 -2.9696
H -2.6095 -0.8535 4.1536
H -5.0905 2.9428 3.8623
C 0.7803 4.1405 -2.5598
H -3.6013 -3.2514 1.1291
H -1.9849 -3.7480 -3.2753
H 4.8458 -2.7566 -0.5506
C -5.2707 2.4101 0.5262
C 2.7380 -1.1584 -0.5766
C -5.6928 2.6102 1.8336
H 0.8608 1.1960 -1.5713
C -0.2394 4.7222 -3.3013
H -2.3188 5.2541 -3.3449
H 5.3583 0.7695 -2.9617
H -3.4434 -0.9683 2.5965
C -2.4987 -0.7226 3.0746
C 4.9294 -0.9433 -1.7206
V -0.1326 -1.0445 0.4540
H 2.3484 -1.4580 3.9686
C -0.0280 -1.1518 2.7936
H 1.2910 3.1014 -0.7537
C 7.0031 -0.5668 -2.8755
C -3.4043 2.7961 2.5488
H -3.5075 -3.0438 2.8772
H 7.1116 -3.4542 -1.1053
C -1.5304 4.7574 -2.7958
C 0.7922 -3.0689 1.5267
H 7.6130 0.0446 -3.5252
C -1.3649 -1.5554 2.5417
H 3.0009 -2.0214 0.0045
H 3.3521 3.1033 2.9140
H -5.9946 2.2747 -0.2667
N -2.7677 -0.0403 -2.9975
H -1.8298 -4.9004 0.3077
C 2.3236 3.4398 2.9353
H -2.9562 -1.8194 -0.3798
As -1.1010 2.5456 0.7843
C 1.8865 -3.9952 1.0507
C 8.8380 -2.1707 -2.6977
H 3.1175 -2.4635 2.7744
C 0.2361 -0.0174 3.7430
H 0.2998 -0.9861 -2.8861
H 2.8715 -0.7484 2.4428
C -2.9752 -3.4198 2.0081
H 0.2038 -0.3937 4.7698
H 1.6874 2.1252 1.3528
C -1.6131 -2.7814 1.9084
H 1.7508 -4.9820 1.4960
H 2.6422 4.8203 4.5438
C 6.7214 -2.5335 -1.5154
C 2.9136 0.5303 -1.9539
H -1.9356 -3.1515 -1.0133
C -0.5397 -3.4776 1.3073
C -0.7851 -4.7712 0.5741
C 0.0798 3.3389 2.0845
C -0.8149 3.5121 -0.8704
N 1.5575 -0.5612 -0.5527
C 2.4267 -1.6364 2.8977
H -2.5890 -0.6214 -5.0053
C 0.4949 3.5359 -1.3467
C -0.4992 -1.6885 -2.6563
H 1.8601 -4.1285 -0.0320
H 1.8019 4.1686 -2.9162
H -1.1605 0.8400 -2.0336
C -4.7589 2.7950 2.8431
H 2.8788 -3.6597 1.3318
N -1.3562 -1.8221 -3.8132
C 5.7207 -0.1628 -2.5543
C 1.0541 -1.9388 2.3426
C -2.3664 -2.1738 -1.2291
C 1.4005 2.9016 2.0548
C -0.3144 4.3362 2.9689
C -2.9804 2.6019 1.2379
H -2.6801 2.9562 3.3392
C -1.8213 4.1634 -1.5754
H -2.8197 4.2451 -1.1705
C -3.8179 -1.0238 -2.7206
H -2.8714 -4.4948 2.1400
H -1.3314 4.7088 2.9565
H -0.1904 -4.8322 -0.3368
N 3.5942 -0.5378 -1.4139
H 0.3100 5.6354 4.5497
C -1.9583 -0.5232 -4.1224
H -4.4399 -0.6706 -1.8946
H -1.1675 0.2025 -4.3249
H -6.7492 2.6352 2.0639
H -0.5054 0.7703 3.6611
H -0.0650 -2.6645 -2.4210
H -4.4435 -1.1411 -3.6050
C 0.6133 4.8631 3.8559
H -0.0241 5.1719 -4.2612
C 5.4386 -2.1284 -1.2010
C 1.6673 0.5055 -1.4169
C 7.5095 -1.7571 -2.3601
H -3.0672 -2.8898 -4.3875
N -3.2302 -2.3184 -2.3786
C 1.9247 4.4104 3.8458
*
```

The value obtained for the LUMO energy (alpha / beta) is -0.168 / -0.178 hartree. For the orbital gap (alpha / beta), the calculation gives 0.3133 / 0.3211 Ha.


Entry from the OMol25 dataset: a molecular structure, C5H8O (ωB97M-V/def2-TZVPD).

```
! wB97M-V def2-TZVPD RIJCOSX def2/J DEFGRID3
* xyz 0 1
H -0.3310 -1.4989 1.5981
H 0.5992 -1.6401 -1.0845
H 0.5778 1.3471 -1.5835
H 1.6708 -0.4021 0.6967
C -0.4279 0.3065 0.9169
O -0.7416 -0.6679 1.8715
C -0.9493 0.0705 -0.5265
H 1.5251 1.3721 0.7667
C 1.0321 0.4519 0.4435
C 0.3203 -0.7945 -1.7529
H -0.8231 1.2467 1.3099
H -1.6928 0.7524 -0.9376
H -1.3155 -0.9539 -0.6948
C 0.5559 0.4101 -1.0236
*
```

The energy above the lowest of the compared OMol25 structures with the same formula, charge and spin is 107.2 kcal/mol. The value obtained for the LUMO energy is 0.033 hartree. For the orbital gap, the calculation gives 0.3430 Ha.


Entry from the OMol25 dataset: 5 unconnected molecules or ions with the total composition C10H30O5 in a non-equilibrium geometry (ωB97M-V/def2-TZVPD).

```
! wB97M-V def2-TZVPD RIJCOSX def2/J DEFGRID3
* xyz -1 2
H 2.6071 0.0366 1.8277
C 3.3327 -3.5779 -0.2459
H -3.2921 3.1070 4.0989
H 3.7127 -2.9893 -2.2771
H 3.6371 -4.3338 0.4781
C 0.5630 1.0145 2.0553
H 0.4840 0.8950 3.1359
H -2.3888 1.5153 -1.4141
C -0.4198 -1.2615 -2.8278
O -0.7795 0.7666 1.5453
H -4.9700 2.1733 2.3777
H 0.8879 2.0189 1.7837
H 1.6640 0.1305 0.4603
C 4.1966 -3.6003 -1.5151
C 1.5577 -0.0072 1.5363
O -1.4289 1.5038 -1.4010
O 4.4987 -4.9397 -1.7981
H -1.3386 -1.1667 -3.4066
C -4.3178 1.5130 2.9495
O -2.2448 1.2607 4.0776
H -0.3623 3.9121 -0.5073
H -0.8315 0.9136 0.5980
H -1.6634 0.9143 3.3967
H 1.2254 -1.0321 1.7015
H -2.4863 2.7029 2.6152
H 0.2587 -1.8078 -3.4831
H -1.1060 -1.2370 -0.8187
O 0.2854 -0.0793 -2.6728
H -0.3774 0.5265 -2.3333
C -3.0530 2.2719 3.4405
H 5.2354 -3.2727 -1.5545
H -1.9076 3.3896 -2.0764
H 2.2729 -3.7381 -0.4440
C 0.0715 3.4221 -1.3789
C -1.0612 2.7038 -2.1122
H -4.7989 1.0148 3.7911
H -0.9755 -2.8649 -1.4380
H 3.2825 -2.5844 0.1997
H 0.4196 -1.9742 -0.9289
H -4.0254 0.6905 2.2968
C -0.5176 -1.8765 -1.4768
H 3.7271 -5.4078 -2.1254
H 0.5065 4.2044 -2.0008
H -0.9242 2.3868 -3.1461
H 0.8441 2.7629 -0.9830
*
```

The energy above the lowest of the compared OMol25 structures with the same formula, charge and spin is 0.0 kcal/mol. The value obtained for the LUMO energy (alpha / beta) is 0.098 / 0.096 hartree. For the orbital gap (alpha / beta), the calculation gives 0.0764 / 0.3515 Ha.


Entry from the OMol25 dataset: 7 unconnected molecules or ions with the total composition C20H36Br6N4 in a non-equilibrium geometry (ωB97M-V/def2-TZVPD).

```
! wB97M-V def2-TZVPD RIJCOSX def2/J DEFGRID3
* xyz 0 1
C 5.8926 6.9979 10.2769
N 12.8386 4.4745 9.6152
C 14.2997 6.2792 7.5648
H 15.8367 11.7570 5.6115
H 5.8312 6.6336 7.6675
Br 17.6419 6.4270 10.3335
C 13.8384 7.2930 8.4938
N 14.6554 8.8441 5.2241
C 14.8523 9.8833 5.6180
H 17.2343 4.6616 12.8263
H 6.2381 8.5932 8.8497
H 14.0628 10.5606 10.3921
N 8.2632 7.8429 6.0481
C 6.7297 7.7027 9.2463
C 11.1380 10.8455 8.7402
Br 11.0082 9.6602 11.3009
H 11.6082 6.7288 11.2182
C 10.9502 5.0668 12.4079
C 15.0780 11.1770 6.1192
H 11.3754 4.1504 12.8540
H 12.8209 6.1177 12.3166
H 10.0309 8.9099 9.1094
C 16.2053 6.1580 11.6226
H 13.8431 8.6292 11.3796
H 7.7205 7.9749 9.5695
H 5.7393 7.5555 11.1404
C 12.5247 5.0807 10.5317
H 15.2545 6.2869 11.1702
H 17.6207 11.8848 7.7937
H 6.3480 6.0360 10.6127
C 10.2069 9.9579 9.5244
C 17.1129 10.8875 7.8275
C 6.8495 6.7488 7.9812
H 14.6060 5.3323 7.9850
Br 13.8842 8.9891 13.8921
H 12.1274 10.4054 8.8487
H 10.5391 5.5964 13.2723
H 9.0469 4.1990 12.0675
H 15.1409 10.3717 8.2198
Br 15.0782 4.6548 13.6211
H 9.2473 10.4094 9.7417
H 14.1290 11.7552 6.0616
H 13.5576 6.0195 6.8287
H 10.0925 4.0584 10.6969
H 10.9984 11.9027 9.0132
Br 10.6261 10.6872 6.8339
H 15.1616 6.7619 7.1044
C 16.3676 4.7739 12.1748
C 12.0066 5.8179 11.6620
H 17.1222 10.5291 8.8321
H 17.4095 10.1274 7.1414
C 14.4274 9.2361 12.0742
C 9.8193 4.6902 11.5006
Br 16.1197 11.5141 11.6045
N 13.6127 8.1076 9.2689
C 14.3376 10.6215 11.5166
H 7.3389 5.8481 8.2722
H 15.4599 8.9460 11.9538
H 16.2362 6.8607 12.3972
C 7.6073 7.3633 6.9096
H 13.7108 11.2840 12.0854
H 15.2031 12.0482 8.1182
H 9.4050 5.5984 11.0393
H 16.1733 3.9913 11.4467
H 4.8854 6.8164 9.9719
C 15.5442 11.1190 7.6060
*
```

Its SMILES is BrCCBr.BrCCBr.BrCCBr.CCCC#N.CCCC#N.CCCC#N.CC#N. The value obtained for the LUMO energy is 0.013 hartree. For the orbital gap, the calculation gives 0.3851 Ha.